DFT (the ωB97M-V functional and the def2-TZVPD basis) results for a structure of composition C59H77GeN2O4PS2Sb2Sn.

XYZ file:
```
149
Properties=species:S:1:pos:R:3:forces:R:3
Sn 0.259525 0.121160 0.382126 -0.12 -0.01 -0.29
C -2.082541 2.010377 -2.707570 -0.02 -0.06 0.02
C -1.647453 1.186716 -3.885886 -0.09 -0.02 -0.04
C -2.527908 0.889488 -4.916903 -0.03 -0.01 0.01
C -2.116951 0.170116 -6.033043 0.01 0.00 0.02
C -0.791979 -0.218413 -6.132561 -0.02 -0.01 0.05
C 0.122681 0.073968 -5.122266 0.00 -0.06 0.02
C 1.576898 -0.268237 -5.313014 -0.08 -0.04 0.11
C -0.315358 0.739068 -3.965901 -0.04 -0.07 0.06
N 0.514429 0.963614 -2.860582 0.12 -0.21 -0.01
C 1.258835 2.055186 -2.831067 0.09 0.04 0.01
C 1.355271 2.975480 -4.036850 -0.01 -0.01 0.02
C 1.975699 2.441556 -1.672526 0.19 0.08 0.10
C 2.910544 3.628453 -1.818100 0.01 0.01 -0.05
N 1.888017 1.820904 -0.476656 -0.05 0.12 -0.10
C 2.469208 2.527928 0.602969 -0.03 -0.19 0.13
C 3.698607 2.110185 1.129600 -0.02 0.00 0.03
C 4.401853 0.932439 0.518644 -0.02 0.05 0.02
C 4.225220 2.767069 2.233676 0.00 -0.02 0.00
C 3.548956 3.827234 2.818173 -0.02 0.01 -0.01
C 2.332726 4.233972 2.291977 -0.02 0.00 0.01
C 1.776174 3.597261 1.186309 -0.08 -0.01 0.08
C 0.428385 4.017084 0.658855 0.02 -0.03 0.01
H -3.055868 2.462614 -2.889011 -0.09 0.03 -0.02
H -1.362813 2.802087 -2.489906 -0.02 0.00 0.00
H -2.161004 1.411491 -1.799778 0.04 -0.06 0.11
H -3.554260 1.232467 -4.839999 -0.01 0.00 0.00
H -2.821770 -0.073028 -6.819077 0.00 0.01 0.00
H -0.448200 -0.758660 -7.009322 0.00 0.01 0.00
H 1.691680 -1.201537 -5.867312 0.00 -0.01 -0.02
H 2.090717 -0.361591 -4.358227 -0.10 0.00 -0.10
H 2.083727 0.519103 -5.879320 0.03 0.02 0.01
H 0.588028 2.726982 -4.767660 0.01 0.01 -0.02
H 2.328859 2.885253 -4.529610 0.00 0.01 -0.02
H 1.230312 4.023796 -3.760580 0.01 0.01 0.00
H 3.510921 3.542057 -2.726114 -0.01 0.03 -0.02
H 3.588367 3.699102 -0.970064 0.02 0.02 -0.10
H 2.368992 4.578769 -1.881003 0.01 0.02 0.02
H 3.795639 0.033845 0.665680 -0.01 -0.04 -0.01
H 5.376116 0.775765 0.984274 0.00 0.00 0.00
H 4.536133 1.060216 -0.557672 0.00 0.00 0.00
H 5.165777 2.426554 2.653416 0.00 0.00 0.00
H 3.958416 4.320162 3.690766 0.00 0.00 0.02
H 1.788123 5.049495 2.756351 0.00 0.00 -0.01
H 0.026187 4.838377 1.253258 0.00 0.01 0.00
H -0.294631 3.197020 0.697131 0.01 0.01 -0.01
H 0.479281 4.337197 -0.384880 0.01 -0.01 0.01
C 3.191881 -3.067778 -0.346100 0.00 0.03 -0.07
Sb 2.041595 -1.557872 -1.352290 0.06 -0.15 -0.04
C 3.723646 -0.985501 -2.601930 -0.02 0.12 0.07
C 1.102291 -2.829387 -2.857323 -0.01 0.07 0.07
C 0.463935 -4.118044 -2.434680 0.09 0.07 -0.03
C 1.295878 -5.201211 -2.143709 0.02 -0.01 0.05
C 0.801547 -6.446706 -1.793844 -0.01 0.05 0.01
C -0.572403 -6.633964 -1.741836 0.01 0.03 0.02
C -1.410680 -5.575870 -2.049926 -0.01 -0.02 0.04
C -0.928966 -4.310253 -2.400151 -0.03 0.02 -0.01
C -1.925600 -3.258923 -2.761376 -0.07 0.03 0.07
Sb -2.773213 -2.051770 -1.125063 0.00 0.14 -0.05
C -3.368605 -3.743289 0.071247 0.06 0.06 0.03
C -4.699329 -1.979767 -2.131224 0.07 -0.04 0.04
H 3.805865 -2.581409 0.413278 -0.02 -0.03 -0.07
H 3.842631 -3.588296 -1.050580 0.00 0.00 -0.01
H 2.517690 -3.772833 0.135761 0.02 0.00 0.01
H 3.822925 -1.685238 -3.433566 0.03 0.00 0.01
H 4.625498 -1.022610 -1.989087 0.00 -0.02 0.01
H 3.605404 0.026956 -2.990405 0.00 -0.02 0.07
H 1.935553 -3.040814 -3.529976 -0.03 -0.01 -0.07
H 0.401272 -2.184540 -3.381324 0.03 0.08 -0.06
H 2.368343 -5.051800 -2.197481 0.00 -0.01 0.00
H 1.480722 -7.259020 -1.565249 0.00 0.00 0.00
H -0.989431 -7.595817 -1.468493 0.00 0.00 0.00
H -2.484876 -5.724428 -2.024307 0.01 0.00 -0.01
H -2.808144 -3.727247 -3.200073 0.03 -0.03 -0.06
H -1.539815 -2.536198 -3.479774 0.00 0.01 -0.03
H -4.227816 -4.237870 -0.384407 0.01 0.00 0.01
H -3.623004 -3.398796 1.072530 -0.03 0.01 0.00
H -2.541647 -4.445728 0.146109 0.06 -0.04 0.03
H -4.997291 -2.990155 -2.419005 -0.02 0.01 -0.02
H -4.643029 -1.351023 -3.019705 0.01 0.04 -0.02
H -5.446064 -1.563770 -1.453269 0.02 0.01 -0.02
C 1.390485 0.082599 2.242780 -0.32 0.06 -0.02
Ge 1.099822 -0.850148 3.898792 0.36 -0.08 0.11
C 2.299648 0.080029 5.198536 0.02 -0.02 0.00
C 3.344591 -0.551362 5.872540 -0.01 0.04 -0.01
C 4.142571 0.138944 6.780225 -0.01 0.01 -0.01
C 3.907954 1.483288 7.031027 0.00 -0.01 -0.01
C 2.871452 2.130878 6.369560 0.01 0.00 -0.01
C 2.081638 1.433573 5.466767 0.00 -0.02 0.00
C 1.869499 -2.656046 3.871223 0.02 0.00 -0.06
C 1.378532 -3.723052 4.620629 0.00 0.00 0.01
C 2.007921 -4.961459 4.597930 0.01 0.02 0.02
C 3.143297 -5.154327 3.820465 -0.02 0.02 -0.01
C 3.642347 -4.102570 3.063687 -0.02 -0.02 -0.02
C 3.007312 -2.866768 3.093098 -0.01 -0.01 0.12
C -0.617469 -0.757725 4.803064 -0.07 0.03 -0.01
C -1.746974 -0.261964 4.157937 -0.05 0.09 0.03
C -2.951785 -0.133281 4.834613 -0.01 0.01 0.04
C -3.038416 -0.525131 6.164321 0.00 -0.02 0.03
C -1.920160 -1.027208 6.819323 -0.04 0.01 0.00
C -0.710607 -1.130807 6.143700 -0.03 0.11 -0.05
H 1.576997 1.126954 2.508098 0.19 0.06 -0.03
H 3.545365 -1.601267 5.685755 -0.01 0.00 0.01
H 4.948943 -0.374905 7.291996 0.00 0.00 0.00
H 4.528243 2.024747 7.736160 0.00 0.00 0.00
H 2.679606 3.181393 6.557258 0.00 -0.01 -0.01
H 1.274919 1.955137 4.960598 0.00 0.01 0.00
H 0.478439 -3.592481 5.211130 -0.01 0.01 0.00
H 1.605635 -5.783041 5.179692 -0.01 0.00 0.00
H 3.627854 -6.123382 3.793212 0.00 0.00 0.01
H 4.516466 -4.249660 2.439271 -0.01 0.01 0.00
H 3.394158 -2.046256 2.496693 0.00 -0.01 0.02
H -1.697182 0.036656 3.117172 -0.02 -0.01 0.02
H -3.811367 0.286589 4.325984 -0.02 0.02 -0.03
H -3.979859 -0.426953 6.692546 0.01 0.00 0.01
H -1.984876 -1.320160 7.861692 -0.01 -0.01 0.00
H 0.171249 -1.476562 6.675096 0.00 -0.02 0.00
C -3.238458 5.136085 3.291778 0.00 -0.03 0.00
C -3.554019 5.126789 1.805921 0.02 0.02 0.06
C -3.602544 6.521049 1.211025 0.00 0.02 0.00
O -4.831510 4.542028 1.561024 0.00 0.02 -0.11
P -5.098788 2.925062 1.687259 0.01 0.12 -0.13
S -6.058126 2.544402 3.349316 0.07 -0.11 0.07
S -3.423688 1.998876 1.185085 -0.03 -0.21 0.08
O -6.196723 2.793910 0.492773 0.04 0.04 0.07
C -5.812706 3.078442 -0.855655 0.01 -0.03 -0.02
C -6.045843 1.824481 -1.675618 0.03 0.00 -0.04
C -6.624483 4.267088 -1.337218 -0.02 0.01 0.04
H -2.264090 5.600218 3.467459 0.00 0.02 0.00
H -3.211240 4.116210 3.677212 -0.01 0.02 -0.01
H -4.006058 5.688788 3.838463 0.00 0.00 0.00
H -2.796446 4.531276 1.288101 -0.02 -0.02 -0.02
H -4.353858 7.126774 1.723601 0.00 0.01 0.00
H -3.861944 6.471856 0.152161 0.01 0.00 0.00
H -2.629746 7.008132 1.310980 -0.01 0.01 0.00
H -4.747527 3.326007 -0.884700 0.02 -0.01 0.02
H -7.082691 1.496747 -1.567988 0.00 0.01 -0.01
H -5.389154 1.027963 -1.324796 0.01 0.01 0.00
H -5.843388 2.012200 -2.733881 0.01 -0.03 0.00
H -7.691308 4.033190 -1.297974 0.00 0.00 -0.01
H -6.356783 4.523666 -2.365351 0.00 0.00 -0.01
H -6.434437 5.125361 -0.692354 -0.01 0.00 -0.01
C -0.020660 -4.340243 1.603490 -0.05 0.01 -0.06
C -0.253081 -2.864185 1.340825 -0.08 -0.08 -0.23
O -0.702913 -2.141481 2.236406 0.02 -0.08 -0.06
O 0.043819 -2.434357 0.166206 0.03 0.01 0.34
H -0.671047 -4.680215 2.407815 0.00 -0.01 -0.01
H 1.014504 -4.478059 1.924099 0.00 -0.01 -0.03
H -0.180450 -4.921483 0.696339 0.00 -0.03 -0.06
```
Forces are in eV/Å.

For the HOMO energy (alpha / beta), the calculation gives -1.64 / -2.65 eV. The gap between HOMO and LUMO (alpha / beta) comes out at 5.41 / 6.54 eV. As for the energy above the lowest of the compared OMol25 structures with the same formula, charge and spin: 0.0 kJ/mol. The net charge is -2.